# 1
A 13-piece molecular cluster, C4H34NO13 overall in a non-equilibrium geometry, computed with ωB97M-V with the def2-TZVPD basis set.

Each atom is followed by the atoms it is bonded to, with distances in Å.
CARTESIAN COORDINATES (ANGSTROEM)
1 C -2.306 0.309 -2.465  O2 1.387, C3 1.526, H7 1.102, H8 1.120
2 O -2.343 -0.959 -3.028  C1 1.387, H50 1.083
3 C -1.459 0.447 -1.202  C1 1.526, C4 1.502, N6 1.510, H9 1.108
4 C -1.724 1.775 -0.552  C3 1.502, C5 1.569, H10 1.101, H11 1.130
5 C -3.114 1.792 0.177  C4 1.569, H12 1.085, H13 1.086, H14 1.094
6 N -0.032 0.415 -1.694  C3 1.510, H15 1.020, H16 1.072
7 H -3.312 0.755 -2.409  C1 1.102
8 H -1.825 0.874 -3.304  C1 1.120
9 H -1.775 -0.400 -0.560  C3 1.108
10 H -1.779 2.721 -1.112  C4 1.101
11 H -0.948 2.006 0.235  C4 1.130
12 H -3.024 2.684 0.789  C5 1.085
13 H -3.965 1.824 -0.497  C5 1.086
14 H -3.278 0.933 0.834  C5 1.094
15 H 0.005 0.052 -2.647  N6 1.020
16 H 0.465 -0.454 -1.312  N6 1.072
17 H 2.806 0.777 -0.395  O19 0.955
18 H 1.219 1.194 -0.381  O19 0.969
19 O 2.139 1.425 -0.180  H17 0.955, H18 0.969
20 H 0.816 -2.295 0.113  O22 1.045
21 H -0.710 -2.574 0.774  O22 0.960
22 O 0.208 -2.854 0.754  H20 1.045, H21 0.960
23 H -1.119 4.343 1.040  O25 0.951
24 H 0.279 4.802 1.670  O25 0.978
25 O -0.691 4.931 1.653  H23 0.951, H24 0.978
26 H 3.587 -1.898 2.524  O28 0.958
27 H 2.205 -1.796 1.759  O28 0.958
28 O 2.635 -1.850 2.613  H26 0.958, H27 0.958
29 H 4.627 -2.403 -0.142  O31 0.964
30 H 3.228 -2.768 0.321  O31 0.964
31 O 4.132 -2.673 0.640  H29 0.964, H30 0.964
32 H 2.174 3.168 0.622  O34 0.982
33 H 1.869 4.319 -0.100  O34 0.989
34 O 1.820 4.054 0.852  H32 0.982, H33 0.989
35 H 0.527 -2.014 -2.122  O52 1.067
36 H 2.183 -2.157 -1.320  O37 0.962
37 O 1.453 -1.596 -1.041  H36 0.962
38 H -0.170 3.612 -1.800  O40 0.955
39 H 0.755 2.374 -2.056  O40 0.978
40 O 0.725 3.351 -2.009  H38 0.955, H39 0.978
41 H 1.946 -3.748 1.724  O43 0.963
42 H 0.635 -4.258 1.895  O43 0.981
43 O 1.549 -4.527 2.128  H41 0.963, H42 0.981
44 H 1.180 -1.108 3.569  O46 0.957
45 H 0.211 -2.113 2.786  O46 0.956
46 O 0.281 -1.402 3.421  H44 0.957, H45 0.956
47 H -3.283 -0.324 3.109  O49 0.961
48 H -3.866 -1.698 2.612  O49 0.960
49 O -3.080 -1.148 2.658  H47 0.961, H48 0.960
50 H -1.498 -1.516 -2.643  O2 1.083
51 H -0.031 -2.108 -3.600  O52 0.968
52 O -0.325 -2.300 -2.698  H35 1.067, H51 0.968

- calculated total energy (eV) = -32801.9295
- <S²> = 0.75
- energy above the lowest of the compared OMol25 structures with the same formula, charge and spin (kcal per mole) = 36.2
- HOMO (spin up / spin down) (Ha) = -0.3551 / -0.3551
- maximum force (hartree/bohr) = 0.0569
- multiplicity = 2
- frontier orbital gap (spin up / spin down) (eV) = 9.0 / 3.7

Here are the natural (NBO) charges for atoms 1 to 2, given in e: -0.1352, -0.2220

=====

# 2
A 13-piece molecular cluster, C4H36N3O12 overall in a non-equilibrium geometry, computed with ωB97M-V with the def2-TZVPD basis set.

Each atom is followed by the atoms it is bonded to, with distances in Å.
CARTESIAN COORDINATES (ANGSTROEM)
1 C -0.876 -2.159 -1.482  C2 1.521, N7 1.479, H8 1.087, H9 1.091
2 C -0.141 -0.852 -1.225  C1 1.521, C3 1.537, H10 1.093, H11 1.082
3 C -0.430 -0.248 0.159  C2 1.537, N6 1.462, H12 1.101, H13 1.096
4 N 2.324 0.299 0.405  C5 1.343, H14 1.008, H15 1.007
5 C 1.635 -0.386 1.333  N4 1.343, N6 1.293, H16 1.090
6 N 0.387 -0.716 1.278  C3 1.462, C5 1.293
7 N -0.466 -3.177 -0.490  C1 1.479, H17 1.016, H18 1.047, H19 1.025
8 H -0.679 -2.495 -2.497  C1 1.087
9 H -1.955 -2.037 -1.387  C1 1.091
10 H -0.451 -0.132 -1.987  C2 1.093
11 H 0.921 -0.953 -1.405  C2 1.082
12 H -1.489 -0.455 0.378  C3 1.101
13 H -0.358 0.841 0.064  C3 1.096
14 H 1.837 0.814 -0.313  N4 1.008
15 H 3.188 0.736 0.677  N4 1.007
16 H 2.252 -0.719 2.167  C5 1.090
17 H -0.680 -4.114 -0.821  N7 1.016
18 H -1.046 -2.962 0.355  N7 1.047
19 H 0.537 -3.122 -0.286  N7 1.025
20 H -3.810 -0.027 0.867  O22 0.992
21 H -3.240 -0.052 2.303  O22 0.970
22 O -3.726 -0.604 1.671  H20 0.992, H21 0.970
23 H 1.322 2.628 -3.643  O25 0.961
24 H 0.679 2.860 -2.239  O25 0.996
25 O 1.131 2.184 -2.813  H23 0.961, H24 0.996
26 H -0.694 1.299 2.234  O28 0.983
27 H -1.120 2.376 3.343  O28 0.980
28 O -1.414 1.892 2.543  H26 0.983, H27 0.980
29 H -4.604 1.410 -0.776  O31 0.965
30 H -3.222 1.919 -0.296  O31 0.990
31 O -3.728 1.098 -0.519  H29 0.965, H30 0.990
32 H 1.267 -3.495 3.371  O34 0.955
33 H 0.428 -2.566 2.443  O34 0.976
34 O 0.791 -3.466 2.544  H32 0.955, H33 0.976
35 H 1.257 4.269 -0.030  O37 0.981
36 H 2.149 5.233 0.817  O37 0.959
37 O 2.012 4.311 0.595  H35 0.981, H36 0.959
38 H -0.457 4.829 -1.723  O40 0.965
39 H -0.903 3.750 -0.663  O40 0.993
40 O -0.132 4.098 -1.183  H38 0.965, H39 0.993
41 H -2.529 -3.472 1.932  O43 0.963
42 H -3.017 -2.099 1.287  O43 0.996
43 O -2.590 -2.980 1.107  H41 0.963, H42 0.996
44 H 2.278 -3.150 1.648  O46 0.970
45 H 2.958 -2.570 0.333  O46 0.994
46 O 3.072 -2.704 1.312  H44 0.970, H45 0.994
47 H 3.885 0.487 -2.932  O49 0.963
48 H 2.379 0.864 -2.745  O49 0.991
49 O 3.008 0.103 -2.826  H47 0.963, H48 0.991
50 H 3.563 -2.776 -1.783  O52 0.961
51 H 2.764 -1.406 -1.833  O52 1.003
52 O 2.738 -2.359 -1.521  H50 0.961, H51 1.003
53 H -1.928 2.759 1.173  O55 0.993
54 H -2.822 3.952 0.708  O55 0.968
55 O -2.254 3.245 0.371  H53 0.993, H54 0.968

- calculated total energy (eV) = -33769.6725
- charge = +1
- energy above the lowest of the compared OMol25 structures with the same formula, charge and spin (kcal per mole) = 0.0
- HOMO (Ha) = -0.4478
- maximum force (hartree/bohr) = 0.0238
- multiplicity = 1
- frontier orbital gap (eV) = 9.8

Here are the natural (NBO) charges for atoms 1 to 2, given in e: -0.2234, -0.4425

=====

# 3
A 13-piece molecular cluster, C4H36NO12 overall in a non-equilibrium geometry, computed with ωB97M-V with the def2-TZVPD basis set.

Each atom is followed by the atoms it is bonded to, with distances in Å.
CARTESIAN COORDINATES (ANGSTROEM)
1 C 0.098 -1.645 0.400  C2 1.585, N5 1.494, H6 1.094, H7 1.234
2 C 1.673 -1.629 0.225  C1 1.585, C3 1.499, C4 1.574, H8 1.169
3 C 2.272 -1.227 1.540  C2 1.499, H9 1.153, H10 1.069, H11 1.139
4 C 2.052 -3.122 -0.101  C2 1.574, H12 1.119, H13 1.031, H14 1.104
5 N -0.592 -1.504 -0.917  C1 1.494, H15 1.042, H16 1.118, H17 1.106
6 H -0.120 -2.502 1.045  C1 1.094
7 H -0.311 -0.772 1.170  C1 1.234
8 H 1.965 -0.940 -0.673  C2 1.169
9 H 1.797 -1.752 2.449  C3 1.153
10 H 3.334 -1.319 1.621  C3 1.069
11 H 2.077 -0.121 1.726  C3 1.139
12 H 3.001 -3.025 -0.685  C4 1.119
13 H 1.395 -3.697 -0.648  C4 1.031
14 H 2.346 -3.563 0.867  C4 1.104
15 H -0.602 -2.445 -1.365  N5 1.042
16 H -1.653 -1.157 -0.865  N5 1.118
17 H -0.128 -0.771 -1.603  N5 1.106
18 H 0.667 -4.127 -3.134  O20 0.999
19 H -0.419 -3.307 -3.816  O20 0.928
20 O -0.019 -3.417 -2.986  H18 0.999, H19 0.928
21 H -2.166 3.733 -1.671  O23 0.902
22 H -3.381 2.602 -1.408  O23 1.043
23 O -2.775 3.175 -2.034  H21 0.902, H22 1.043
24 H -2.864 1.580 0.445  O26 0.903
25 H -3.507 0.648 1.432  O26 0.954
26 O -3.550 1.511 1.028  H24 0.903, H25 0.954
27 H 0.193 1.154 3.861  O29 0.944
28 H 0.981 2.053 4.839  O29 0.910
29 O 0.776 1.889 3.967  H27 0.944, H28 0.910
30 H 0.851 1.417 -1.489  O32 0.949
31 H 1.242 0.635 -2.704  O32 0.836
32 O 0.707 0.676 -2.063  H30 0.949, H31 0.836
33 H 0.341 4.001 0.560  O35 0.968
34 H 0.640 2.588 0.312  O35 0.931
35 O 0.186 3.298 -0.086  H33 0.968, H34 0.931
36 H -2.993 0.796 -2.046  O38 0.932
37 H -1.422 1.197 -1.558  O38 1.059
38 O -2.366 0.759 -1.358  H36 0.932, H37 1.059
39 H -2.104 -4.215 -1.807  O41 0.987
40 H -3.657 -4.010 -1.912  O41 0.886
41 O -2.889 -3.629 -1.689  H39 0.987, H40 0.886
42 H 0.585 4.204 3.750  O44 0.916
43 H 1.767 3.389 3.103  O44 1.006
44 O 1.125 4.159 3.011  H42 0.916, H43 1.006
45 H -3.059 -2.197 2.115  O47 1.040
46 H -3.721 -2.498 0.596  O47 0.935
47 O -3.020 -2.113 1.080  H45 1.040, H46 0.935
48 H 2.213 1.996 1.781  O50 0.982
49 H 3.498 2.050 0.873  O50 0.871
50 O 2.638 2.182 0.915  H48 0.982, H49 0.871
51 H 2.928 3.164 -2.517  O53 0.944
52 H 1.918 2.926 -1.318  O53 0.950
53 O 2.053 2.923 -2.257  H51 0.944, H52 0.950

- calculated total energy (eV) = -30783.5185
- charge = +1
- energy above the lowest of the compared OMol25 structures with the same formula, charge and spin (kcal per mole) = 170.4
- HOMO (Ha) = -0.4746
- maximum force (hartree/bohr) = 0.2112
- multiplicity = 1
- frontier orbital gap (eV) = 10.3

Here are the natural (NBO) charges for atoms 1 to 2, given in e: -0.2221, -0.2417

=====

# 4
A 15-piece molecular cluster, C4H36NO16 overall in a non-equilibrium geometry, computed with ωB97M-V with the def2-TZVPD basis set.

Each atom is followed by the atoms it is bonded to, with distances in Å.
CARTESIAN COORDINATES (ANGSTROEM)
1 C 1.089 -0.812 0.977  C2 1.508, N5 1.449, H8 1.092, H9 1.093
2 C 2.376 -1.533 1.292  C1 1.508, C3 1.502, H10 1.091, H11 1.093
3 C 3.230 -1.853 0.098  C2 1.502, O4 1.206, H12 1.103
4 O 3.148 -2.873 -0.540  C3 1.206
5 N 0.083 -1.679 0.399  C1 1.449, C6 1.465, H13 1.005
6 C -1.283 -1.152 0.346  N5 1.465, O7 1.412, H14 1.087, H15 1.082
7 O -1.681 -0.738 -0.943  C6 1.412, H50 1.066
8 H 1.253 0.087 0.380  C1 1.092
9 H 0.634 -0.435 1.896  C1 1.093
10 H 2.078 -2.420 1.854  C2 1.091
11 H 2.985 -1.120 2.100  C2 1.093
12 H 3.990 -1.093 -0.149  C3 1.103
13 H 0.263 -2.101 -0.495  N5 1.005
14 H -1.961 -1.926 0.696  C6 1.087
15 H -1.282 -0.281 0.989  C6 1.082
16 H -2.710 1.064 2.084  O18 0.967
17 H -3.292 1.101 3.539  O18 0.960
18 O -3.353 0.665 2.687  H16 0.967, H17 0.960
19 H 0.867 -1.143 -4.182  O21 0.962
20 H 0.545 -1.911 -2.887  O21 0.967
21 O 0.635 -1.021 -3.256  H19 0.962, H20 0.967
22 H 1.197 1.743 2.582  O24 0.961
23 H 1.830 2.559 1.451  O24 0.980
24 O 1.651 2.574 2.415  H22 0.961, H23 0.980
25 H -0.723 1.337 -2.499  O27 0.963
26 H -3.295 2.303 0.097  O51 0.969
27 O -0.181 1.089 -1.743  H25 0.963
28 H 2.116 2.749 -1.061  O30 0.971
29 H 1.125 1.702 -0.794  O30 0.982
30 O 1.704 2.318 -0.294  H28 0.971, H29 0.982
31 H -1.285 -0.531 3.146  O33 0.958
32 H -1.852 -1.740 3.985  O33 0.959
33 O -1.306 -0.952 4.006  H31 0.958, H32 0.959
34 H -2.036 -2.872 -2.867  O36 0.964
35 H -1.426 -1.940 -1.786  O36 1.035
36 O -1.310 -2.866 -2.233  H34 0.964, H35 1.035
37 H 3.874 1.228 -1.146  O39 0.966
38 H 4.184 2.294 -0.039  O39 0.958
39 O 4.491 1.484 -0.449  H37 0.966, H38 0.958
40 H -1.010 1.775 -0.428  O42 1.003
41 H -0.820 2.335 1.039  O42 0.966
42 O -1.398 1.784 0.497  H40 1.003, H41 0.966
43 H -4.042 -0.855 1.251  O45 0.966
44 H -3.705 -0.664 -0.243  O45 0.971
45 O -4.390 -0.995 0.361  H43 0.966, H44 0.971
46 H -0.267 -4.043 1.431  O48 0.976
47 H -1.222 -4.093 0.481  O48 0.978
48 O -1.231 -4.189 1.454  H46 0.976, H47 0.978
49 H -4.681 1.802 0.516  O51 0.965
50 H -1.046 0.026 -1.329  O7 1.066
51 O -4.194 2.605 0.299  H26 0.969, H49 0.965
52 H 0.706 4.216 -1.805  O54 0.966
53 H 1.667 3.517 -2.737  O54 0.966
54 O 1.615 4.264 -2.125  H52 0.966, H53 0.966
55 H 1.783 0.451 -2.590  O57 0.981
56 H 3.181 -0.028 -2.929  O57 0.965
57 O 2.681 0.787 -2.799  H55 0.981, H56 0.965

- calculated total energy (eV) = -38984.8648
- charge = -1
- energy above the lowest of the compared OMol25 structures with the same formula, charge and spin (kcal per mole) = 81.7
- HOMO (Ha) = -0.2297
- maximum force (hartree/bohr) = 0.0372
- multiplicity = 1
- frontier orbital gap (eV) = 8.7

Here are the natural (NBO) charges for atoms 1 to 2, given in e: -0.2060, -0.5345